{
  "formula": "C87H195N9O15",
  "method": "the ωB97M-V functional and the def2-TZVPD basis",
  "relative_energy_kcal_mol": 61.98,
  "max_force_ev_per_a": 4.95,
  "e_homo_ev": -7.7,
  "symbols": ["C", "C", "C", "O", "H", "H", "H", "H", "H", "H", "H", "H", "C", "C", "C", "O", "H", "H", "H", "H", "H", "H", "H", "H", "C", "C", "C", "O", "H", "H", "H", "H", "H", "H", "H", "H", "C", "C", "C", "O", "H", "H", "H", "H", "H", "H", "H", "H", "C", "O", "C", "C", "N", "C", "C", "O", "C", "H", "H", "H", "H", "H", "H", "H", "H", "H", "H", "H", "H", "H", "H", "H", "C", "O", "C", "C", "N", "C", "C", "O", "C", "H", "H", "H", "H", "H", "H", "H", "H", "H", "H", "H", "H", "H", "H", "H", "C", "C", "C", "C", "C", "C", "N", "O", "C", "C", "C", "H", "H", "H", "H", "H", "H", "H", "H", "H", "H", "H", "H", "H", "H", "H", "H", "H", "H", "H", "C", "C", "C", "C", "C", "C", "N", "O", "C", "C", "C", "H", "H", "H", "H", "H", "H", "H", "H", "H", "H", "H", "H", "H", "H", "H", "H", "H", "H", "H", "C", "C", "C", "C", "C", "C", "N", "O", "C", "C", "C", "H", "H", "H", "H", "H", "H", "H", "H", "H", "H", "H", "H", "H", "H", "H", "H", "H", "H", "H", "C", "C", "C", "C", "C", "C", "N", "O", "C", "C", "C", "H", "H", "H", "H", "H", "H", "H", "H", "H", "H", "H", "H", "H", "H", "H", "H", "H", "H", "H", "C", "C", "C", "C", "C", "C", "N", "O", "C", "C", "C", "H", "H", "H", "H", "H", "H", "H", "H", "H", "H", "H", "H", "H", "H", "H", "H", "H", "H", "H", "C", "C", "C", "C", "C", "C", "N", "O", "C", "C", "C", "H", "H", "H", "H", "H", "H", "H", "H", "H", "H", "H", "H", "H", "H", "H", "H", "H", "H", "H", "C", "C", "C", "C", "C", "C", "N", "O", "C", "C", "C", "H", "H", "H", "H", "H", "H", "H", "H", "H", "H", "H", "H", "H", "H", "H", "H", "H", "H", "H"],
  "xyz": [[13.25, -21.64, -15.76], [12.25, -20.63, -15.21], [11.56, -21.13, -13.87], [12.95, -19.41, -15.06], [14.13, -21.83, -15.15], [13.51, -21.38, -16.79], [12.82, -22.61, -15.98], [11.47, -20.50, -15.96], [11.52, -20.33, -13.14], [12.30, -21.78, -13.41], [10.57, -21.59, -13.91], [12.47, -18.84, -14.45], [18.56, -21.51, -12.20], [18.66, -22.00, -10.82], [18.23, -21.03, -9.78], [18.24, -23.34, -10.56], [17.54, -21.25, -12.49], [19.05, -22.17, -12.92], [19.08, -20.56, -12.16], [19.74, -22.04, -10.66], [18.58, -21.50, -8.86], [17.15, -20.89, -9.84], [18.69, -20.05, -9.93], [18.22, -23.69, -11.45], [17.20, -17.16, -15.21], [17.79, -18.01, -13.98], [16.65, -18.41, -13.00], [18.32, -19.19, -14.44], [17.88, -17.16, -16.05], [16.98, -16.11, -15.03], [16.23, -17.55, -15.54], [18.61, -17.52, -13.45], [16.10, -17.50, -12.76], [17.09, -18.88, -12.12], [15.88, -19.10, -13.37], [17.68, -19.87, -14.66], [21.44, -27.01, -10.37], [22.15, -25.70, -9.68], [21.79, -24.39, -10.35], [21.51, -25.64, -8.45], [21.49, -27.18, -11.44], [20.36, -26.91, -10.24], [21.71, -27.97, -9.92], [23.22, -25.85, -9.57], [21.89, -23.63, -9.58], [20.86, -24.28, -10.92], [22.63, -24.12, -10.99], [21.06, -24.79, -8.37], [15.72, -24.47, -6.99], [14.53, -24.92, -6.39], [14.76, -25.25, -4.94], [13.45, -25.69, -4.30], [12.67, -24.54, -4.26], [11.33, -24.69, -3.65], [10.79, -23.24, -3.25], [9.51, -23.32, -2.79], [9.37, -23.68, -1.38], [16.61, -25.07, -6.83], [15.96, -23.50, -6.56], [15.63, -24.37, -8.07], [15.19, -24.36, -4.48], [15.55, -25.99, -4.88], [13.57, -26.22, -3.36], [13.02, -26.35, -5.05], [12.58, -24.24, -5.22], [11.35, -25.50, -2.91], [10.60, -24.91, -4.43], [10.74, -22.50, -4.05], [11.50, -22.78, -2.57], [10.18, -23.57, -0.65], [9.10, -24.73, -1.20], [8.48, -23.14, -1.05], [18.67, -25.95, -13.30], [17.95, -24.75, -13.08], [16.60, -25.05, -12.73], [15.63, -23.85, -13.12], [14.19, -23.99, -12.79], [13.93, -24.00, -11.41], [14.18, -22.78, -10.61], [13.54, -21.72, -11.18], [14.19, -20.50, -11.41], [18.39, -26.31, -14.29], [18.53, -26.81, -12.65], [19.74, -25.73, -13.34], [16.55, -25.21, -11.65], [16.32, -25.89, -13.37], [15.70, -23.72, -14.20], [16.12, -22.99, -12.66], [13.79, -23.20, -13.28], [14.44, -24.87, -11.00], [12.88, -24.25, -11.24], [15.24, -22.57, -10.53], [13.76, -22.81, -9.60], [15.09, -20.63, -12.01], [14.39, -19.99, -10.47], [13.66, -19.73, -11.98], [24.12, -30.76, -12.42], [25.24, -31.09, -13.50], [24.67, -32.24, -14.41], [23.81, -31.63, -15.45], [24.62, -30.68, -16.23], [25.07, -29.45, -15.42], [25.68, -29.92, -14.22], [25.91, -28.83, -13.35], [26.23, -28.71, -16.22], [23.88, -28.43, -15.12], [26.47, -31.69, -12.86], [24.42, -30.01, -11.68], [23.82, -31.70, -11.94], [23.20, -30.41, -12.88], [25.44, -32.89, -14.83], [23.96, -32.92, -13.94], [22.87, -31.25, -15.05], [23.36, -32.37, -16.11], [23.83, -30.21, -16.82], [25.29, -31.07, -16.99], [27.21, -29.19, -16.21], [26.07, -28.52, -17.29], [26.23, -27.74, -15.73], [23.35, -28.34, -16.06], [23.34, -28.62, -14.19], [24.30, -27.49, -14.78], [26.27, -32.68, -12.44], [26.79, -31.04, -12.05], [27.30, -31.79, -13.56], [26.87, -28.81, -13.32], [12.21, -14.09, -9.51], [13.46, -14.86, -10.15], [14.33, -13.95, -10.97], [15.72, -14.50, -11.36], [16.55, -14.65, -10.12], [15.83, -15.56, -9.05], [14.38, -15.45, -9.10], [13.62, -16.47, -8.42], [16.26, -17.03, -9.34], [16.11, -15.05, -7.61], [12.92, -15.98, -11.16], [12.42, -13.54, -8.60], [11.44, -14.84, -9.30], [11.76, -13.45, -10.27], [13.88, -13.82, -11.95], [14.58, -12.99, -10.52], [16.26, -13.78, -11.97], [15.69, -15.43, -11.92], [16.62, -13.65, -9.71], [17.50, -15.08, -10.45], [17.34, -16.93, -9.24], [15.83, -17.70, -8.59], [16.10, -17.18, -10.40], [15.95, -13.97, -7.52], [15.49, -15.50, -6.84], [17.16, -15.20, -7.36], [12.61, -15.53, -12.10], [11.97, -16.36, -10.79], [13.54, -16.86, -11.34], [13.55, -16.16, -7.52], [19.19, -22.88, -15.52], [19.82, -22.43, -16.85], [18.75, -22.62, -17.99], [18.95, -21.80, -19.30], [19.17, -20.36, -18.97], [20.39, -20.08, -17.97], [20.12, -20.97, -16.84], [20.94, -20.53, -15.76], [21.76, -20.30, -18.63], [20.33, -18.52, -17.63], [20.98, -23.46, -16.98], [18.41, -22.19, -15.20], [19.97, -22.80, -14.76], [18.72, -23.86, -15.50], [18.73, -23.62, -18.43], [17.80, -22.44, -17.50], [18.09, -21.90, -19.97], [19.85, -22.18, -19.78], [18.23, -20.08, -18.51], [19.23, -19.68, -19.82], [22.58, -19.90, -18.04], [22.05, -21.31, -18.92], [21.67, -19.84, -19.61], [19.61, -18.44, -16.81], [21.26, -18.07, -17.29], [19.83, -17.93, -18.40], [21.03, -24.40, -16.41], [21.91, -23.06, -16.58], [21.24, -23.63, -18.02], [20.31, -20.04, -15.23], [21.88, -30.05, -5.20], [20.75, -29.81, -6.26], [20.42, -31.21, -6.93], [19.31, -31.19, -7.95], [18.05, -30.73, -7.13], [18.19, -29.44, -6.30], [19.53, -29.49, -5.61], [19.68, -28.43, -4.72], [17.89, -28.14, -7.06], [17.12, -29.47, -5.15], [21.20, -28.79, -7.33], [21.65, -30.83, -4.47], [22.14, -29.08, -4.79], [22.68, -30.40, -5.85], [21.32, -31.70, -7.31], [20.10, -31.93, -6.18], [19.19, -32.24, -8.24], [19.46, -30.50, -8.78], [17.68, -31.58, -6.55], [17.42, -30.50, -7.98], [16.90, -27.94, -7.47], [18.06, -27.29, -6.41], [18.51, -27.90, -7.93], [16.91, -28.47, -4.77], [16.11, -29.70, -5.49], [17.41, -30.24, -4.43], [22.24, -29.01, -7.59], [21.16, -27.73, -7.08], [20.75, -28.85, -8.32], [20.07, -27.78, -5.32], [12.05, -31.49, -13.17], [11.36, -30.64, -12.06], [12.27, -30.44, -10.80], [13.36, -29.47, -11.06], [12.78, -28.08, -11.40], [11.87, -28.06, -12.71], [10.99, -29.22, -12.52], [10.16, -29.28, -13.66], [11.22, -26.63, -12.55], [12.74, -28.15, -13.91], [10.20, -31.42, -11.47], [12.10, -32.51, -12.78], [13.10, -31.29, -13.37], [11.54, -31.48, -14.13], [11.70, -30.12, -9.93], [12.86, -31.30, -10.48], [14.01, -29.87, -11.84], [13.99, -29.39, -10.17], [13.64, -27.41, -11.42], [12.24, -27.78, -10.50], [10.52, -26.58, -13.38], [10.62, -26.45, -11.66], [12.02, -25.88, -12.60], [13.65, -27.56, -13.89], [13.19, -29.14, -13.95], [12.14, -28.06, -14.82], [9.47, -31.65, -12.25], [9.65, -30.88, -10.70], [10.62, -32.31, -10.99], [9.33, -28.89, -13.39], [9.40, -23.32, -10.81], [9.33, -22.30, -9.70], [9.94, -22.86, -8.35], [10.16, -21.90, -7.16], [10.83, -20.57, -7.59], [10.21, -19.98, -8.97], [9.97, -20.95, -9.97], [9.78, -20.57, -11.31], [9.03, -19.07, -8.64], [11.30, -19.01, -9.41], [7.72, -21.94, -9.55], [10.43, -23.65, -10.95], [9.12, -22.96, -11.80], [8.98, -24.28, -10.52], [9.23, -23.63, -8.06], [10.78, -23.54, -8.51], [10.60, -22.38, -6.28], [9.17, -21.54, -6.90], [11.91, -20.67, -7.65], [10.76, -19.84, -6.78], [9.35, -18.29, -7.95], [8.60, -18.75, -9.59], [8.18, -19.46, -8.09], [12.24, -19.49, -9.68], [11.05, -18.50, -10.33], [11.62, -18.34, -8.61], [7.09, -22.82, -9.45], [7.32, -21.39, -10.40], [7.59, -21.34, -8.65], [10.68, -20.82, -11.54], [14.38, -26.10, -22.30], [15.11, -25.78, -21.03], [14.35, -24.57, -20.40], [14.76, -24.49, -18.93], [14.70, -25.66, -18.10], [15.44, -26.92, -18.75], [15.08, -27.01, -20.12], [15.83, -28.07, -20.77], [16.96, -26.63, -18.45], [14.97, -28.25, -18.09], [16.57, -25.48, -21.58], [14.70, -26.89, -22.97], [14.18, -25.18, -22.85], [13.45, -26.58, -21.98], [14.63, -23.56, -20.70], [13.28, -24.54, -20.60], [14.13, -23.74, -18.46], [15.76, -24.05, -18.85], [13.68, -25.96, -17.83], [15.00, -25.26, -17.13], [17.33, -25.66, -18.77], [17.22, -26.67, -17.39], [17.56, -27.39, -18.96], [13.88, -28.26, -18.11], [15.50, -29.11, -18.50], [15.35, -28.37, -17.08], [17.20, -24.86, -20.95], [16.44, -24.95, -22.52], [17.09, -26.43, -21.72], [15.19, -28.79, -20.83]],
  "mulliken_charge": [-1.4150, 0.4499, -0.8502, -0.5698, 0.0190, 0.4999, 0.4700, 0.1928, 0.0419, 0.2726, 0.6263, 0.3690, 0.0859, 1.0922, -1.6113, -0.2412, -0.6724, 0.0011, 0.5748, 0.0016, 0.4790, 0.1703, 0.3476, -0.2674, -1.3482, -0.0936, 0.2090, -0.0542, 0.2746, 0.4273, 0.2648, 0.3723, -0.2390, -0.0545, 0.1881, -0.0103, -1.0507, 0.7597, -1.7377, -0.4310, 0.4826, 0.1201, 0.2572, 0.2589, 0.5972, 0.1614, 0.4702, 0.2055, -0.4649, -0.1454, -0.4805, -0.6792, -0.1703, -0.6351, -0.3998, -0.3608, -0.8104, 0.1871, 0.3815, -0.0703, 0.4015, 0.1911, 0.4643, 0.3001, 0.1421, 0.5105, 0.2086, 0.1372, 0.3979, 0.3448, 0.3013, 0.2818, -0.9588, 0.5937, -1.0744, 0.0020, 0.4377, -0.1539, -0.2974, 0.5559, -0.4438, 0.0893, 0.4713, 0.2798, 0.1359, 0.5417, 0.3737, -0.3691, -0.1647, 0.4336, -0.4831, -0.3890, 0.5850, -0.4693, 0.7074, -0.1293, -1.8034, 1.4618, -1.0631, -0.8093, -1.1250, 1.3887, 0.4460, -0.5273, -1.9055, -1.4552, -2.0050, 0.3605, 0.4805, 0.3365, 0.3696, 0.4095, 0.3647, 0.4386, 0.4568, 0.3281, 0.3714, 0.3845, 0.4205, 0.4123, 0.2427, 0.3872, 0.3719, 0.4385, 0.4514, 0.3702, -1.7022, 1.5299, -1.3527, 0.1691, -1.0839, 1.3553, 0.2995, -0.2650, -1.5529, -1.7132, -1.7045, 0.3887, 0.3072, 0.3940, 0.5554, 0.2722, 0.4160, -0.3699, 0.3429, 0.4001, 0.4410, 0.3801, 0.0573, 0.3658, 0.3538, 0.4058, 0.4773, 0.2508, 0.4066, 0.2912, -2.3456, 2.1962, -0.8410, -1.0309, -1.3734, 1.2665, 1.0316, -0.6073, -1.8364, -1.1849, -1.9423, -0.1178, 0.6549, 0.4547, 0.0183, 0.3869, 0.4421, 0.3714, 0.3195, 0.5956, 0.4379, 0.2901, 0.4319, -0.0775, 0.3058, 0.3964, 0.4020, 0.4017, 0.4051, 0.2959, -1.9536, 1.4461, -1.4696, -0.6018, -1.0861, 2.4194, 0.1424, -0.5079, -2.2031, -2.1445, -1.0560, 0.4328, 0.3492, 0.4228, 0.4816, 0.4599, 0.3675, 0.2766, 0.4187, 0.1719, 0.5314, 0.4480, 0.2497, 0.3112, 0.4199, 0.5137, 0.5084, 0.3223, -0.1976, 0.4121, -1.6692, 1.5280, -1.2255, -0.9687, -0.6116, 2.3074, 0.2660, -0.5121, -1.7989, -1.7420, -1.8751, 0.4508, 0.3380, 0.3474, 0.3546, 0.4511, 0.2752, 0.4493, -0.2975, 0.5489, 0.5827, 0.5298, -0.0571, 0.0559, 0.3012, 0.4242, 0.3943, 0.4279, 0.3920, 0.3480, -1.7807, 1.3328, -1.4002, -0.0853, -1.4291, 1.8844, 1.3844, -0.6540, -2.0484, -2.3299, -1.6560, 0.0318, 0.3967, 0.5326, 0.4488, 0.5348, -0.2948, 0.3394, 0.5084, 0.5380, 0.4225, 0.4085, 0.3766, -0.1896, 0.6944, 0.6742, 0.4272, 0.3100, 0.3499, 0.0784, -2.1611, 1.7466, -1.3787, 0.6292, -0.7473, 1.8564, 0.1463, -0.4980, -1.7194, -1.9655, -1.4962, 0.3074, 0.4290, 0.5784, 0.4280, 0.3912, 0.1581, -0.5189, 0.2600, 0.1375, 0.1940, 0.2725, 0.4278, 0.4225, 0.4976, 0.3477, 0.0625, 0.5240, 0.3553, 0.3420]
}